(1)
36
Properties=species:S:1:pos:R:3 method="wB97M-V/def2-TZVPD" e_homo_ev=-7.92 fmax_ev_per_a=5.810 charge=0 lumo_energy_ev=0.82 smiles=CCc1c[nH]c2ccccc12.CC(C)C de_lowest_kcal_mol=64.79
C 4.252 -0.350 -0.056
C 2.890 -0.158 -0.630
C 1.891 -1.056 -0.143
C 1.807 -2.246 0.603
N 0.376 -2.613 0.629
C -0.284 -1.819 -0.435
C -1.596 -2.049 -0.876
C -2.072 -1.170 -1.902
C -1.128 -0.326 -2.524
C 0.255 -0.340 -2.189
C 0.650 -0.938 -1.020
H 4.919 0.449 -0.054
H 4.790 -1.068 -0.804
H 4.360 -0.772 0.942
H 2.540 0.861 -0.444
H 2.989 -0.244 -1.729
H 2.420 -2.777 1.235
H -0.068 -3.479 0.724
H -2.176 -2.784 -0.456
H -3.141 -1.354 -2.296
H -1.465 0.328 -3.384
H 1.071 0.155 -2.843
C -0.718 2.541 0.654
C -1.700 2.339 1.894
C -1.352 3.304 3.071
C -3.139 2.563 1.469
H 0.210 2.890 0.885
H -1.299 3.114 -0.086
H -0.657 1.550 0.169
H -1.442 1.328 2.305
H -2.026 4.135 3.203
H -1.295 2.736 4.014
H -0.269 3.700 3.038
H -3.567 1.693 0.823
H -3.901 2.802 2.196
H -3.157 3.258 0.661



(2)
10
Properties=species:S:1:pos:R:3 method="wB97M-V/def2-TZVPD" e_homo_ev=-10.14 fmax_ev_per_a=2.867 charge=0 lumo_energy_ev=0.91 smiles=OC1(Cl)CC1 de_lowest_kcal_mol=22.00
O 0.865 -1.878 -0.011
C 0.874 -0.384 0.112
Cl 2.488 0.244 0.337
C -0.168 0.432 -0.568
C -0.277 0.128 0.906
H 1.423 -2.109 -0.767
H -0.844 -0.063 -1.245
H 0.103 1.437 -0.852
H -0.116 0.910 1.630
H -0.992 -0.623 1.207



(3)
16
Properties=species:S:1:pos:R:3 method="wB97M-V/def2-TZVPD" e_homo_ev=-8.48 fmax_ev_per_a=2.262 charge=0 lumo_energy_ev=-1.64
O -1.108 3.296 -0.516
C -1.094 2.126 -0.493
N -0.956 0.925 -0.604
P -0.210 0.050 0.897
O 0.825 1.359 1.312
C 1.156 -0.599 -0.283
C 0.663 -1.391 -1.475
O 1.257 -1.396 -2.518
H -1.236 0.570 1.760
H 0.347 -0.756 1.959
H -1.048 -1.094 0.562
H 0.462 1.823 2.074
H 1.752 0.231 -0.644
H 1.749 -1.305 0.303
H -0.315 -1.971 -1.451
Na -2.242 -1.900 -0.839



(4)
82
Properties=species:S:1:pos:R:3 method="wB97M-V/def2-TZVPD" e_homo_ev=-9.83 fmax_ev_per_a=0.470 charge=+1 lumo_energy_ev=-2.93 de_lowest_kcal_mol=19.39
Tl -0.066 -0.263 -0.055
O -3.840 0.527 2.879
C -3.654 1.829 3.171
C -4.513 2.404 4.106
C -4.395 3.741 4.425
C -3.412 4.535 3.833
C -2.533 3.962 2.940
C -2.635 2.608 2.594
C -1.679 1.995 1.653
O -1.940 0.870 1.139
N -0.542 2.683 1.422
N 0.288 2.036 0.599
C 1.424 2.560 0.339
C 2.271 1.951 -0.685
C 3.525 2.470 -0.995
C 4.234 1.929 -2.048
C 3.670 0.893 -2.784
C 2.435 0.419 -2.392
N 1.758 0.920 -1.359
H -3.230 0.307 2.146
H -5.271 1.778 4.560
H -5.079 4.177 5.143
H -3.338 5.587 4.075
H -1.740 4.544 2.490
H 1.722 3.494 0.806
H 3.921 3.289 -0.407
H 5.211 2.318 -2.307
H 4.179 0.465 -3.637
H 1.962 -0.404 -2.918
C -0.582 -1.792 -3.334
N -0.071 -2.289 -2.070
C 1.089 -3.166 -2.083
C 2.239 -2.563 -1.335
N 2.142 -1.727 -0.338
C 3.463 -1.436 0.032
C 3.970 -0.580 1.009
C 5.343 -0.493 1.141
C 6.211 -1.230 0.320
C 5.725 -2.075 -0.659
C 4.343 -2.154 -0.778
N 3.526 -2.864 -1.645
C -0.980 -0.341 -3.246
N -1.119 0.364 -2.152
C -1.519 1.644 -2.558
C -1.813 2.784 -1.814
C -2.183 3.917 -2.511
C -2.267 3.927 -3.913
C -1.988 2.799 -4.659
C -1.617 1.665 -3.947
N -1.269 0.382 -4.353
H -1.454 -2.361 -3.671
H 0.177 -1.897 -4.112
H -0.808 -2.718 -1.531
H 1.410 -3.384 -3.105
H 0.843 -4.125 -1.624
H 3.310 -0.008 1.648
H 5.761 0.157 1.900
H 7.280 -1.138 0.460
H 6.387 -2.643 -1.301
H 3.831 -3.510 -2.354
H -1.765 2.784 -0.735
H -2.418 4.820 -1.963
H -2.563 4.836 -4.419
H -2.058 2.798 -5.739
H -1.239 0.050 -5.302
I 0.812 -0.206 3.104
C -0.279 -1.986 3.225
C -0.205 -2.623 4.429
C -0.979 -3.776 4.673
C -1.835 -4.222 3.717
C -1.946 -3.561 2.470
C -2.928 -4.001 1.547
C -3.135 -3.338 0.381
C -2.287 -2.258 0.044
C -1.272 -1.854 0.870
C -1.121 -2.432 2.164
H 0.433 -2.231 5.209
H -0.905 -4.274 5.631
H -2.469 -5.082 3.902
H -3.536 -4.857 1.813
H -3.931 -3.630 -0.293
H -2.486 -1.722 -0.881



(5)
18
Properties=species:S:1:pos:R:3 method="wB97M-V/def2-TZVPD" e_homo_ev=-7.72 fmax_ev_per_a=10.789 charge=0 lumo_energy_ev=0.55 de_lowest_kcal_mol=171.22
C 0.720 -0.779 -0.264
C -0.039 0.176 -1.188
C -0.317 0.444 0.114
C 0.137 1.635 1.096
H -0.099 -2.759 -0.578
H 1.467 -2.551 -0.263
H 1.638 -0.369 -0.127
H 0.819 0.681 -2.083
H -1.703 -0.701 -1.564
H -1.173 -1.009 1.418
H -2.565 0.218 0.394
H -0.763 2.253 1.216
H 0.613 1.277 2.064
H 2.027 2.114 0.926
N 0.569 -2.179 0.002
N -1.441 -0.493 0.447
O -0.998 -0.359 -2.108
O 1.105 2.399 0.500



(6)
29
Properties=species:S:1:pos:R:3 method="wB97M-V/def2-TZVPD" e_homo_ev=-13.06 fmax_ev_per_a=0.824 charge=+1 lumo_energy_ev=-3.08
C -0.733 -0.373 -2.676
C -0.703 0.796 -1.677
O -1.115 2.015 -2.226
C -1.607 0.507 -0.486
O -1.093 -0.682 0.222
P -1.039 -0.697 1.763
O -2.510 -0.816 2.318
Cl -0.106 -2.332 2.299
C -0.268 0.733 2.507
C 0.971 1.267 1.788
S 2.475 0.271 2.008
C 2.570 -0.412 0.402
N 2.811 0.202 -0.710
N 2.762 -0.767 -1.704
C 2.522 -1.879 -1.106
O 2.367 -1.739 0.239
H -1.653 -0.945 -2.568
H -0.651 0.002 -3.688
H 0.089 -1.052 -2.484
H 0.325 0.910 -1.342
H -1.868 1.876 -2.807
H -2.601 0.272 -0.852
H -1.695 1.364 0.179
H -2.523 -1.262 3.180
H -0.076 0.464 3.544
H -1.033 1.511 2.514
H 0.774 1.362 0.727
H 1.187 2.267 2.147
H 2.422 -2.867 -1.510



(7)
106
Properties=species:S:1:pos:R:3 method="wB97M-V/def2-TZVPD" e_homo_ev=-10.59 fmax_ev_per_a=4.712 charge=0 lumo_energy_ev=-1.92 de_lowest_kcal_mol=132.73
N 5.612 0.890 2.695
H 5.631 0.584 1.733
H 6.248 0.189 3.048
H 4.737 0.844 3.196
H 6.182 1.718 2.790
O 3.417 0.855 0.728
C 2.250 0.575 1.070
O 1.131 0.809 0.447
B -0.007 0.149 1.119
O 0.646 -0.348 2.404
C 1.899 -0.258 2.351
O 2.738 -0.607 3.153
O -1.063 1.071 1.418
C -2.064 0.888 0.605
O -3.078 1.547 0.491
C -1.776 -0.382 -0.204
O -0.662 -0.859 0.313
O -2.538 -0.735 -1.092
C -6.076 2.724 2.462
C -6.722 1.977 1.338
O -7.330 0.851 1.943
S -6.528 0.305 3.235
O -5.690 -0.847 2.868
O -7.463 0.271 4.349
O -5.615 1.684 3.344
H -6.889 3.252 2.960
H -5.253 3.396 2.220
H -6.009 1.760 0.542
H -7.593 2.553 1.024
C 0.701 -2.121 -2.090
C 0.565 -0.872 -3.053
O 0.294 -1.478 -4.406
S 0.686 -3.076 -4.453
O 1.925 -3.209 -5.204
O -0.518 -3.839 -4.763
O 1.002 -3.273 -2.797
H -0.255 -2.211 -1.575
H 1.438 -1.841 -1.338
H 1.483 -0.313 -3.232
H -0.141 -0.074 -2.820
C -4.537 1.100 -2.720
C -4.611 2.636 -2.283
O -5.498 3.339 -3.094
S -6.772 2.290 -3.453
O -7.349 2.407 -4.774
O -7.708 2.181 -2.340
O -5.807 0.877 -3.427
H -4.617 0.492 -1.819
H -3.665 0.837 -3.318
H -3.696 3.170 -2.540
H -4.742 2.982 -1.257
C 5.400 2.097 -2.401
C 5.574 1.148 -3.499
O 6.976 1.292 -3.768
S 7.859 1.426 -2.371
O 8.864 2.457 -2.421
O 8.223 0.081 -1.877
O 6.535 1.941 -1.526
H 4.554 1.827 -1.771
H 5.318 3.057 -2.911
H 4.935 1.480 -4.317
H 5.462 0.077 -3.330
C 4.136 4.063 0.685
C 2.824 4.216 -0.043
O 1.781 4.285 0.859
S 2.376 4.378 2.409
O 1.562 3.446 3.231
O 2.629 5.772 2.768
O 3.781 3.677 1.971
H 4.854 4.854 0.901
H 4.632 3.169 0.307
H 2.730 3.221 -0.479
H 2.693 4.894 -0.886
C -2.103 0.565 5.538
C -1.821 -0.784 4.839
O -2.928 -1.531 5.177
S -3.567 -1.008 6.593
O -2.647 -1.156 7.651
O -4.957 -1.470 6.710
O -3.417 0.579 6.109
H -1.772 1.331 4.837
H -1.425 0.550 6.391
H -0.893 -1.183 5.249
H -1.800 -0.680 3.754
C -3.090 -3.779 -2.007
C -3.259 -3.075 -3.326
O -3.156 -4.068 -4.277
S -3.069 -5.563 -3.644
O -1.698 -5.897 -3.492
O -3.983 -6.475 -4.236
O -3.713 -5.020 -2.204
H -3.622 -3.205 -1.249
H -2.049 -3.721 -1.689
H -2.607 -2.213 -3.465
H -4.307 -2.778 -3.362
C 4.758 -3.204 1.460
C 3.691 -3.825 0.464
O 3.953 -3.463 -0.870
S 5.561 -3.011 -0.999
O 5.759 -1.974 -2.055
O 6.427 -4.205 -1.034
O 5.541 -2.379 0.610
H 5.413 -4.027 1.746
H 4.291 -2.733 2.325
H 2.721 -3.404 0.725
H 3.755 -4.912 0.405



(8)
11
Properties=species:S:1:pos:R:3 method="wB97M-V/def2-TZVPD" e_homo_ev=-8.68 fmax_ev_per_a=4.210 charge=0 lumo_energy_ev=-0.34 smiles="C=CN(S)C=S" de_lowest_kcal_mol=89.46
C 1.883 -0.781 -0.279
C 1.042 0.200 0.001
N -0.389 0.363 0.111
S -0.812 2.125 -0.158
C -1.342 -0.667 0.038
S -3.001 -0.354 -0.172
H 1.740 -2.013 -0.566
H 2.920 -0.398 -0.110
H 1.462 1.308 0.341
H -2.239 1.948 0.198
H -1.265 -1.732 0.597



(9)
119
Properties=species:S:1:pos:R:3 method="wB97M-V/def2-TZVPD" e_homo_ev=-8.92 fmax_ev_per_a=2.455 charge=0 lumo_energy_ev=0.52 smiles=COC[C@H](C)N.COC[C@H](C)N.COC[C@H](C)N.COC[C@H](C)N.CCO.CCO.CCO.CO.CO.CO.CO de_lowest_kcal_mol=44.52
C -15.948 -19.164 -5.578
O -16.359 -17.897 -5.056
C -15.295 -17.097 -4.552
C -15.899 -15.846 -3.896
C -16.613 -15.074 -4.977
N -14.868 -15.021 -3.223
H -15.581 -19.762 -4.760
H -15.204 -18.981 -6.364
H -16.769 -19.626 -6.135
H -14.697 -17.643 -3.796
H -14.660 -16.713 -5.400
H -16.514 -16.170 -3.030
H -17.034 -14.147 -4.594
H -17.428 -15.681 -5.441
H -15.875 -14.846 -5.792
H -14.235 -14.738 -3.931
H -14.324 -15.555 -2.571
C -13.398 -17.675 -8.685
O -12.766 -18.033 -7.468
C -11.395 -17.871 -7.460
C -10.908 -18.268 -6.080
C -11.511 -17.397 -4.925
N -9.469 -18.340 -6.102
H -14.473 -17.610 -8.490
H -13.215 -18.413 -9.488
H -13.021 -16.705 -9.051
H -10.993 -18.483 -8.258
H -11.202 -16.804 -7.704
H -11.244 -19.296 -5.984
H -10.984 -16.433 -4.936
H -11.330 -17.838 -3.945
H -12.597 -17.324 -5.144
H -9.098 -17.402 -6.160
H -9.171 -18.629 -5.156
C -12.036 -8.723 -3.910
O -11.737 -9.337 -5.160
C -10.505 -8.970 -5.781
C -10.612 -9.137 -7.292
C -11.860 -8.480 -7.812
N -10.666 -10.584 -7.598
H -13.064 -8.390 -3.937
H -11.520 -7.779 -3.780
H -11.816 -9.320 -2.997
H -10.210 -7.972 -5.489
H -9.704 -9.656 -5.376
H -9.669 -8.791 -7.667
H -11.829 -8.213 -8.848
H -12.177 -7.690 -7.191
H -12.637 -9.272 -7.821
H -11.291 -11.046 -6.938
H -9.792 -11.022 -7.395
C -10.937 -12.728 -4.456
O -10.096 -12.687 -5.612
C -9.290 -13.850 -5.649
C -8.406 -13.879 -6.880
C -9.187 -14.186 -8.206
N -7.458 -15.004 -6.606
H -10.351 -12.647 -3.521
H -11.632 -13.552 -4.471
H -11.580 -11.862 -4.545
H -8.761 -13.965 -4.697
H -9.935 -14.709 -5.749
H -7.816 -12.972 -7.013
H -9.930 -14.995 -8.109
H -8.505 -14.418 -9.034
H -9.699 -13.255 -8.446
H -6.563 -14.654 -6.311
H -7.351 -15.575 -7.449
C -17.413 -11.566 -9.065
C -16.064 -12.103 -8.808
O -15.646 -12.646 -10.139
H -17.379 -10.746 -9.752
H -17.772 -11.287 -8.089
H -18.096 -12.292 -9.508
H -16.187 -12.882 -8.045
H -15.454 -11.274 -8.475
H -14.957 -13.331 -9.964
C -12.657 -13.565 -8.096
C -12.843 -14.512 -6.925
O -13.584 -13.834 -5.913
H -12.240 -14.088 -8.922
H -11.939 -12.790 -7.848
H -13.576 -13.156 -8.402
H -11.865 -14.861 -6.576
H -13.430 -15.387 -7.220
H -13.536 -12.906 -6.043
C -16.936 -15.913 -8.800
C -17.776 -15.919 -10.109
O -18.677 -17.010 -10.062
H -16.357 -16.807 -8.592
H -17.594 -15.829 -7.930
H -16.313 -15.017 -8.815
H -17.093 -15.937 -10.976
H -18.324 -14.955 -10.170
H -18.887 -17.281 -10.957
C -14.528 -15.313 -12.098
O -14.141 -15.009 -10.790
H -13.993 -14.703 -12.831
H -14.327 -16.375 -12.349
H -15.594 -15.119 -12.218
H -13.178 -15.164 -10.708
C -12.249 -11.045 -11.128
O -11.039 -11.257 -10.427
H -13.082 -11.386 -10.540
H -12.404 -9.988 -11.419
H -12.198 -11.552 -12.101
H -11.070 -10.967 -9.514
C -15.065 -10.973 -4.967
O -14.040 -10.884 -6.006
H -15.376 -9.977 -4.731
H -15.905 -11.585 -5.426
H -14.732 -11.480 -4.090
H -13.409 -10.196 -5.802
C -11.103 -14.311 -12.162
O -11.325 -15.515 -11.452
H -10.694 -13.510 -11.565
H -10.422 -14.473 -13.009
H -12.031 -13.955 -12.565
H -10.756 -15.598 -10.677



(10)
58
Properties=species:S:1:pos:R:3 method="wB97M-V/def2-TZVPD" e_homo_ev="-21.28 / -21.35" fmax_ev_per_a=2.695 charge=+4 spin_multiplicity=2 lumo_energy_ev="-14.58 / -15.53" de_lowest_kcal_mol=0.00 s2=0.78
Ir 0.329 -0.113 0.377
C -0.346 -3.908 2.503
C -0.238 -2.509 2.023
N 0.072 -2.141 0.828
O 0.411 -3.122 -0.062
B 1.676 -3.728 0.098
F 2.057 -4.508 -0.861
F 2.376 -3.458 1.176
O 2.648 -1.422 -0.749
N 2.224 -0.400 -0.326
C 3.107 0.763 -0.368
C 4.512 0.612 -0.806
C 2.534 1.902 0.021
N 1.153 1.739 0.465
O 0.617 2.678 0.949
B 0.888 1.542 3.582
F 2.037 1.066 3.131
F 0.789 2.592 4.321
O -0.299 0.883 3.210
N -0.207 -0.213 2.380
C -0.408 -1.360 2.946
C -0.722 -1.556 4.380
C 3.186 3.228 0.062
H -0.406 -4.619 1.684
H -1.216 -4.030 3.148
H 0.533 -4.159 3.109
H 4.693 -0.342 -1.294
H 5.177 0.670 0.063
H 4.800 1.430 -1.467
H -0.954 -0.622 4.880
H 0.142 -2.015 4.877
H -1.556 -2.249 4.502
H 4.034 3.206 0.754
H 2.503 4.013 0.375
H 3.605 3.478 -0.916
Se -4.724 1.977 -5.155
N -4.548 2.458 -3.445
C -3.565 1.773 -2.957
C -3.125 1.822 -1.570
C -3.736 2.636 -0.615
C -3.245 2.620 0.677
C -2.159 1.813 0.970
N -1.568 1.022 0.050
C -2.046 1.022 -1.198
C -1.374 0.130 -2.132
N -0.333 -0.565 -1.642
C 0.251 -1.489 -2.433
C -0.154 -1.730 -3.734
C -1.186 -0.980 -4.261
C -1.807 -0.037 -3.444
C -2.900 0.810 -3.915
N -3.395 0.776 -5.107
H -4.578 3.257 -0.897
H -3.690 3.225 1.455
H -1.756 1.791 1.970
H 1.063 -2.053 -2.014
H 0.343 -2.496 -4.314
H -1.520 -1.112 -5.284